DFT (ωB97M-V/def2-TZVPD) results for a molecular structure, C5H17B2Be2Cl11.

Summary:
ΔE to the lowest compared entry with this formula, charge and spin, eV: 4.004
Total charge: +2
DFT total energy, eV: -145332.6586
LUMO level, eV: -11.191

Positions of all 37 atoms, in Å:
Be: -10.78 8.54 -2.89
Be: -9.83 6.28 0.35
B: -11.58 8.12 -0.47
H: -10.61 8.61 -0.51
H: -11.56 7.20 -1.03
H: -11.83 7.81 0.54
H: -12.34 8.72 -0.93
B: -8.96 6.82 -1.97
H: -8.51 6.01 -1.40
H: -9.06 7.75 -1.43
H: -8.41 6.99 -2.88
H: -9.98 6.49 -2.13
C: -15.64 9.46 -0.71
Cl: -16.17 7.78 -1.08
Cl: -14.86 10.17 -2.08
Cl: -14.49 9.46 0.66
H: -16.52 10.05 -0.46
C: -14.57 6.19 -4.55
Cl: -14.19 7.23 -6.00
Cl: -13.56 6.83 -3.22
H: -15.62 6.14 -4.29
H: -14.21 5.17 -4.69
C: -9.86 12.90 -1.12
Cl: -8.95 13.55 -2.48
Cl: -10.52 11.31 -1.53
H: -9.17 12.66 -0.30
H: -10.65 13.60 -0.84
C: -14.27 6.09 1.87
Cl: -14.88 4.95 3.12
Cl: -12.91 5.34 1.04
H: -15.09 6.13 1.16
H: -13.94 7.02 2.34
C: -10.84 10.22 2.15
Cl: -9.63 8.88 2.07
Cl: -9.83 11.68 2.34
H: -11.32 10.25 1.17
H: -11.44 10.12 3.05